1.
{
  "formula": "C37H35AsN6O4Ru",
  "method": "wB97M-V/def2-TZVPD",
  "s_squared": 6.08,
  "total_charge": 2,
  "relative_energy_kcal_mol": 67.1,
  "multiplicity": 5,
  "species": ["Ru", "N", "C", "N", "C", "N", "N", "C", "C", "C", "C", "C", "C", "N", "C", "C", "C", "C", "C", "C", "H", "H", "H", "H", "H", "H", "H", "H", "H", "H", "H", "C", "C", "C", "C", "C", "C", "C", "H", "H", "H", "H", "H", "H", "H", "C", "As", "C", "C", "C", "C", "C", "C", "C", "C", "H", "H", "H", "H", "H", "H", "H", "H", "H", "H", "H", "H", "H", "O", "C", "O", "C", "C", "C", "C", "C", "C", "N", "O", "O", "H", "H", "H", "H"],
  "xyz": [[-0.2102, 0.3766, 0.7837], [1.0246, -0.8256, -3.1423], [0.9925, -0.6794, -1.8456], [-0.0721, -0.2530, -1.1906], [-1.2215, 0.1008, -1.9407], [-2.3047, 0.4348, -1.3004], [-2.1243, 0.2998, 0.0579], [-3.1290, -0.0416, 0.7751], [-2.8667, -0.5858, 2.1024], [-3.8657, -0.8524, 3.0192], [-3.5161, -1.4903, 4.2053], [-2.1971, -1.8460, 4.4125], [-1.2522, -1.5375, 3.4367], [-1.5808, -0.9244, 2.3104], [-1.1757, 0.1215, -3.3805], [-2.3375, 0.6520, -4.0444], [-2.4171, 1.1320, -5.3007], [-1.3038, 1.1359, -6.3005], [0.1956, -0.6398, -5.3407], [-0.0195, -0.4179, -4.0143], [1.8793, -1.1573, -3.5676], [1.8802, -0.9398, -1.2835], [-4.1197, -0.0529, 0.3320], [-4.8898, -0.5733, 2.8106], [-4.2700, -1.7139, 4.9477], [-1.8903, -2.3622, 5.3111], [-0.2068, -1.7926, 3.5636], [-3.2131, 0.7374, -3.4152], [-3.3711, 1.5408, -5.6127], [-1.7149, 1.4042, -7.2764], [1.1347, -1.1017, -5.6288], [2.3376, 2.4237, -0.4575], [1.0941, 3.0785, 0.0979], [-0.1756, 2.8660, -0.4733], [-1.3077, 3.5221, 0.0129], [-1.1965, 4.3727, 1.0956], [0.0546, 4.5983, 1.6637], [1.1852, 3.9667, 1.1680], [2.4100, 1.3706, -0.1663], [3.2233, 2.8960, -0.0287], [-0.2327, 2.3157, -1.4042], [-2.2630, 3.3717, -0.4758], [-2.0664, 4.8881, 1.4794], [0.1499, 5.2918, 2.4894], [2.1541, 4.1747, 1.6061], [2.2972, 4.4148, -2.6313], [2.4492, 2.4772, -2.4405], [4.3949, 2.3083, -2.5468], [-0.3879, 3.1135, -5.0773], [-0.2163, 2.1481, -5.9836], [-0.7590, -0.3157, -6.4419], [-0.1681, -0.5781, -7.7986], [0.7987, 0.1646, -8.3354], [1.4602, 1.3078, -7.7166], [1.0437, 2.1177, -6.7293], [2.5233, 4.6926, -3.6600], [2.9962, 4.9211, -1.9660], [1.2810, 4.7326, -2.4000], [4.7018, 2.2925, -3.5912], [4.7088, 1.3723, -2.0846], [4.8868, 3.1385, -2.0415], [0.3786, 3.8628, -4.9293], [-1.2933, 3.2122, -4.4941], [-1.6231, -0.9810, -6.3250], [-0.5715, -1.4116, -8.3598], [1.1714, -0.1160, -9.3133], [2.4265, 1.5491, -8.1454], [1.7233, 2.9170, -6.4516], [1.3034, 0.1334, 2.1964], [0.7154, 0.9784, 2.9709], [-0.3553, 1.4831, 2.4991], [1.2270, 1.3236, 4.2929], [0.5372, 2.2607, 5.0631], [1.0159, 2.5967, 6.3155], [2.1736, 1.9815, 6.7590], [2.8761, 1.0512, 6.0139], [2.3939, 0.7192, 4.7609], [2.6894, 2.3400, 8.1077], [2.0489, 3.1493, 8.7395], [3.6910, 1.7719, 8.4780], [-0.3630, 2.7174, 4.6749], [0.5181, 3.3164, 6.9478], [3.7747, 0.6103, 6.4188], [2.9148, 0.0000, 4.1439]]
}


2.
{
  "formula": "C2H4FN",
  "method": "wB97M-V/def2-TZVPD",
  "relative_energy_kcal_mol": 95.5,
  "multiplicity": 1,
  "species": ["C", "C", "N", "F", "H", "H", "H", "H"],
  "xyz": [[-1.1920, 0.3642, -0.6117], [0.8181, 1.6786, -0.3924], [-0.2001, 1.0572, -0.7960], [-1.9197, -0.0753, -1.6930], [0.2415, -1.6125, -1.4805], [0.6721, 2.7087, 0.0176], [1.7939, 1.3746, -0.8505], [0.0085, -2.4262, -1.6286]]
}


3.
{
  "formula": "C2H13NO3",
  "method": "wB97M-V/def2-TZVPD",
  "relative_energy_kcal_mol": 52.6,
  "multiplicity": 1,
  "species": ["H", "O", "N", "H", "H", "C", "H", "H", "H", "C", "H", "H", "H", "O", "H", "H", "O", "H", "H"],
  "xyz": [[-0.1246, 0.1323, 0.6821], [0.4416, 1.2395, 0.7365], [-0.6940, -1.0154, 0.5644], [1.2694, 0.8552, 0.5181], [-0.5367, -1.3563, -0.3355], [-2.1561, -0.9924, 0.5945], [-2.6114, -0.8127, -0.4236], [-2.6070, -2.0224, 0.9979], [-2.6541, -0.1077, 1.1264], [-0.1491, -1.7036, 1.6908], [0.8372, -2.0849, 1.5306], [-0.1446, -1.1991, 2.6271], [-0.8332, -2.6428, 1.9234], [0.5790, 2.5587, -1.7043], [-0.2097, 2.9490, -2.0116], [0.5463, 2.3853, -0.7116], [1.6973, -0.3965, -1.5850], [2.6194, -0.6165, -1.4709], [1.3942, 0.5900, -1.6927]]
}


4.
{
  "formula": "C5H16NO5",
  "method": "wB97M-V/def2-TZVPD",
  "total_charge": -1,
  "relative_energy_kcal_mol": 59.3,
  "multiplicity": 1,
  "species": ["O", "C", "N", "C", "O", "C", "C", "C", "H", "H", "H", "H", "H", "H", "H", "H", "H", "H", "H", "H", "O", "H", "H", "O", "H", "H", "O"],
  "xyz": [[0.7393, 0.7311, 1.7795], [0.1986, 1.3185, 0.7767], [-1.0138, 1.5374, 0.7419], [-1.0959, -2.1919, -0.1453], [-1.9467, -2.9979, -0.0633], [1.1784, 2.0437, -0.2097], [0.9451, 1.6089, -1.6362], [1.9253, 0.5292, -2.3420], [-1.5710, 2.0880, 0.0222], [-1.0510, -1.3505, 0.5442], [-0.2634, -2.3109, -0.8485], [1.1087, 3.1588, -0.1497], [2.2799, 1.7243, 0.1028], [1.1363, 2.4368, -2.2866], [-0.0774, 1.4211, -1.8355], [2.8489, 0.4796, -1.6761], [1.5228, -0.4343, -2.1479], [2.1072, 0.6821, -3.4261], [-1.4873, -0.1156, 2.4484], [-0.7179, 0.2789, 3.6738], [-1.5078, -0.3200, 3.4719], [-1.5611, -0.5882, -1.5984], [-1.4313, 0.4853, -2.4904], [-1.4559, -0.4732, -2.6566], [2.7492, -1.1650, 0.2675], [1.4061, -0.7972, 1.1159], [1.8197, -1.5157, 0.5223]]
}


5.
{
  "formula": "C9H7NO2",
  "method": "wB97M-V/def2-TZVPD",
  "smiles": "O/N=c1\\ccc2ccccc2o1",
  "relative_energy_kcal_mol": 170.4,
  "multiplicity": 1,
  "species": ["O", "N", "C", "C", "C", "C", "C", "C", "C", "C", "C", "O", "H", "H", "H", "H", "H", "H", "H"],
  "xyz": [[3.6772, -0.0768, -0.2355], [2.6468, -1.1006, -0.0733], [1.7122, -0.2187, -0.1735], [1.5563, 1.2757, 0.2046], [0.3610, 1.8188, 0.3381], [-0.9474, 0.8869, -0.0140], [-2.2457, 1.3091, -0.2492], [-3.2851, 0.2186, -0.2941], [-2.9567, -1.0210, 0.2265], [-1.6334, -1.5647, 0.3001], [-0.6531, -0.5629, 0.1874], [0.6363, -0.8913, -0.1100], [4.6371, -0.5264, 0.0385], [2.4504, 1.8978, 0.5840], [0.0820, 2.7416, 0.5553], [-2.3070, 2.2427, -0.5084], [-4.2383, 0.5263, -0.7614], [-3.7685, -1.7094, -0.2789], [-1.3395, -2.5745, 0.4928]]
}


6.
{
  "formula": "C3H5FO2P",
  "method": "wB97M-V/def2-TZVPD",
  "total_charge": -1,
  "relative_energy_kcal_mol": 114.4,
  "multiplicity": 1,
  "species": ["C", "C", "C", "O", "O", "F", "P", "H", "H", "H", "H", "H"],
  "xyz": [[-0.8150, 0.3389, -1.9644], [-0.5818, -0.5029, 1.8209], [-0.6100, -0.3956, -0.8909], [0.1910, 1.7622, 0.6523], [2.6062, -0.2963, 0.1148], [-0.9170, -1.6727, -0.8600], [0.0900, 0.3270, 0.5800], [-0.6294, 1.3578, -1.8284], [-1.1362, 0.1078, -2.9467], [-0.4094, -0.0355, 2.9040], [-0.6034, -1.5669, 1.8741], [2.8151, 0.5762, 0.5441]]
}


7.
{
  "formula": "C7H14N2",
  "method": "wB97M-V/def2-TZVPD",
  "smiles": "Cc1c[nH]cn1.CCC",
  "relative_energy_kcal_mol": 19.7,
  "multiplicity": 1,
  "species": ["C", "C", "C", "N", "C", "N", "H", "H", "H", "H", "H", "H", "C", "C", "C", "H", "H", "H", "H", "H", "H", "H", "H"],
  "xyz": [[-0.3298, -0.6395, -2.8881], [-1.0106, -1.0344, -1.6233], [-0.7059, -2.1465, -0.8608], [-1.4989, -2.0082, 0.2543], [-2.3211, -0.9499, 0.0816], [-2.0027, -0.3283, -1.0582], [-0.3892, 0.4409, -3.0715], [-0.7032, -1.0516, -3.8284], [0.7439, -0.7712, -2.8504], [-0.1280, -3.0352, -1.0424], [-1.4925, -2.7596, 0.9330], [-3.1983, -0.8132, 0.6786], [2.1407, 0.3888, 1.2091], [0.8408, 1.1889, 1.2305], [0.6492, 2.6287, 1.8078], [1.8558, -0.5656, 0.7338], [2.9693, 0.7307, 0.5941], [2.4666, -0.0162, 2.1712], [0.0749, 0.5809, 1.7176], [0.5138, 1.1950, 0.1894], [-0.0741, 2.5895, 2.6179], [0.0926, 3.1164, 1.0005], [1.5067, 3.2597, 2.0035]]
}


8.
{
  "formula": "CH2O2S2",
  "method": "wB97M-V/def2-TZVPD",
  "relative_energy_kcal_mol": 64.0,
  "multiplicity": 1,
  "species": ["C", "O", "O", "S", "S", "H", "H"],
  "xyz": [[-0.2683, -1.5745, 0.6307], [1.5223, 0.3059, 0.4007], [-1.1448, -2.2447, 0.1750], [-0.6211, 2.5361, -0.4868], [0.2301, 0.1980, -0.3357], [0.6961, -1.7503, 1.3974], [-0.4144, 2.5295, -1.7814]]
}


| no. | DFT total energy (eV) |
| --- | --- |
| 1 | -119468.2233 |
| 2 | -6341.8570 |
| 3 | -9915.9320 |
| 4 | -17171.3689 |
| 5 | -15024.9194 |
| 6 | -19291.7518 |
| 7 | -10465.5122 |
| 8 | -26831.2782 |